Molecular formula: C29H43Cl36N3O4P
Method: DFT, wB97M-V/def2-TZVPD

Geometry (Å):
C  -1.86  5.75  2.87
C  -1.72  4.63  1.67
O  -0.32  4.39  1.27
P  -0.20  3.81  -0.37
O  1.36  3.67  -0.74
C  -1.04  2.10  -0.65
C  -0.96  1.18  0.71
C  -0.42  -0.36  0.38
N  -1.47  -1.38  0.76
C  -1.59  -1.97  2.02
N  -0.62  -1.53  3.09
C  -1.28  -1.33  4.44
C  -2.85  -1.82  4.44
C  -3.11  -3.23  3.60
C  -2.29  -4.41  4.36
C  -1.94  -5.74  3.47
C  -0.34  -5.58  3.01
C  0.61  -6.04  4.31
C  1.49  -4.72  4.71
C  2.17  -4.75  6.20
C  1.67  -5.96  7.18
C  2.46  -5.81  8.61
O  1.63  -6.41  9.70
C  1.51  -5.36  10.75
N  -2.73  -2.96  2.17
O  -0.81  5.06  -1.45
C  -0.62  4.67  -2.86
C  0.70  5.40  -3.54
H  -0.79  6.01  3.31
H  -2.42  6.74  2.50
H  -2.55  5.31  3.73
H  -2.34  5.04  0.75
H  -2.22  3.63  2.05
H  -2.17  2.29  -0.91
H  -0.52  1.59  -1.59
H  -0.18  1.64  1.47
H  -2.06  1.16  1.19
H  -0.22  -0.49  -0.78
H  0.58  -0.53  0.96
H  -2.15  -1.66  -0.01
H  0.23  -2.12  3.14
H  -1.23  -0.21  4.81
H  -0.64  -1.95  5.23
H  -3.49  -0.99  3.88
H  -3.22  -1.88  5.54
H  -4.26  -3.46  3.62
H  -1.29  -4.08  4.88
H  -2.99  -4.79  5.25
H  -2.12  -6.76  4.07
H  -2.62  -5.85  2.50
H  -0.09  -6.17  2.03
H  -0.20  -4.40  2.86
H  1.28  -6.91  3.91
H  -0.17  -6.39  5.14
H  2.38  -4.67  3.93
H  0.91  -3.69  4.59
H  1.87  -3.73  6.73
H  3.35  -4.78  6.20
H  1.79  -7.00  6.66
H  0.52  -5.77  7.41
H  3.49  -6.39  8.53
H  2.62  -4.66  8.85
H  0.96  -4.42  10.33
H  1.01  -5.80  11.73
H  2.60  -5.03  11.06
H  -2.62  -3.81  1.58
H  -1.61  4.95  -3.45
H  -0.46  3.51  -3.00
H  1.72  5.06  -3.04
H  0.60  6.59  -3.56
H  0.74  5.06  -4.67
C  2.54  1.94  -5.48
Cl  1.37  2.49  -6.71
Cl  4.20  2.25  -6.07
Cl  2.27  2.82  -3.96
Cl  2.33  0.19  -5.20
C  0.63  5.17  -9.95
Cl  -0.59  6.42  -10.32
Cl  -0.18  3.65  -9.51
Cl  1.65  4.91  -11.39
Cl  1.65  5.72  -8.60
C  -0.71  8.84  -1.28
Cl  -0.94  10.40  -0.43
Cl  -2.21  8.41  -2.13
Cl  0.62  8.99  -2.45
Cl  -0.32  7.57  -0.09
C  -1.09  1.72  -13.38
Cl  -1.32  3.28  -12.53
Cl  -2.59  1.29  -14.24
Cl  0.24  1.87  -14.55
Cl  -0.70  0.45  -12.19
C  -5.10  -6.83  7.33
Cl  -3.39  -6.70  7.81
Cl  -5.22  -6.73  5.55
Cl  -5.76  -8.39  7.88
Cl  -6.03  -5.50  8.06
C  5.46  5.98  -7.29
Cl  5.81  7.71  -7.04
Cl  6.97  5.04  -7.14
Cl  4.29  5.42  -6.08
Cl  4.78  5.74  -8.92
C  -1.06  -3.40  -10.56
Cl  -0.42  -2.78  -9.01
Cl  -1.74  -5.03  -10.31
Cl  -2.34  -2.31  -11.15
Cl  0.26  -3.48  -11.76
C  1.52  5.38  5.65
Cl  3.01  4.68  6.34
Cl  1.50  5.11  3.89
Cl  0.10  4.61  6.39
Cl  1.49  7.13  5.98
C  3.91  -1.11  -8.93
Cl  4.04  -1.89  -7.34
Cl  5.41  -1.38  -9.85
Cl  2.53  -1.80  -9.83
Cl  3.66  0.64  -8.72

- gap between HOMO and LUMO (eV) = 7.45
- HOMO (eV) = -11.45
- charge = +1
- LUMO (Ha) = -0.1473
- relative energy (zero: lowest compared OMol25 entry of this formula, charge and spin) (kcal/mol) = 252.1
- E (Eh) = -18503.5924

Mulliken population analysis, charges in e, atoms 1 to 8:
1 C -0.7075
2 C -0.0886
3 O -0.0786
4 P 0.8498
5 O -0.7183
6 C -0.7573
7 C -0.1783
8 C -0.6008

=====

Molecular formula: C2H4N2O2
Method: DFT, wB97M-V/def2-TZVPD

Geometry (Å):
C  -0.90  0.06  0.10
C  1.21  -0.58  0.05
H  -2.55  -0.77  -0.26
H  -0.38  2.05  -0.18
H  1.86  -1.07  -0.75
H  1.82  -0.82  1.02
N  -2.12  0.15  -0.15
N  -0.06  1.19  0.39
O  1.25  0.81  -0.31
O  -0.14  -1.01  0.08

- gap between HOMO and LUMO (eV) = 10.82
- HOMO (eV) = -9.97
- LUMO (Ha) = 0.0313
- relative energy (zero: lowest compared OMol25 entry of this formula, charge and spin) (kcal/mol) = 88.8
- E (Eh) = -338.5116

Mulliken population analysis, charges in e, atoms 1 to 8:
1 C 0.5817
2 C -0.0249
3 H 0.2753
4 H 0.3184
5 H 0.1990
6 H 0.1963
7 N -0.6487
8 N -0.2909

=====

Molecular formula: C30H55N2O2P2W
Method: DFT, wB97M-V/def2-TZVPD

Geometry (Å):
C  2.42  -1.20  -2.05
C  1.82  0.92  -3.02
C  3.35  -1.42  -3.04
C  2.53  0.52  -4.19
C  3.36  -0.61  -4.18
H  4.03  -2.28  -2.95
H  2.45  1.19  -5.05
H  4.02  -0.83  -5.02
N  1.57  -0.11  -2.07
P  0.57  -2.25  -0.07
P  0.49  2.48  -1.13
C  2.26  -2.21  -0.93
H  2.41  -3.24  -1.32
H  2.99  -2.04  -0.11
C  1.33  2.23  -2.76
H  1.08  2.76  -3.68
C  -1.38  3.33  -0.90
C  1.98  3.64  -0.65
C  -0.43  -3.54  -1.07
C  1.03  -2.99  1.64
C  -2.47  2.40  -0.32
H  -2.24  2.02  0.69
H  -3.40  3.00  -0.25
H  -2.70  1.55  -0.98
C  -1.31  4.55  0.03
H  -1.01  4.25  1.04
H  -0.64  5.34  -0.33
H  -2.32  4.98  0.10
C  -1.82  3.68  -2.31
H  -2.77  4.24  -2.29
H  -1.09  4.27  -2.87
H  -2.01  2.75  -2.85
C  1.87  4.11  0.81
H  1.63  3.27  1.47
H  2.84  4.53  1.12
H  1.11  4.89  0.95
C  3.32  2.90  -0.81
H  3.29  1.93  -0.30
H  3.59  2.73  -1.86
H  4.13  3.47  -0.31
C  1.86  4.80  -1.66
H  2.00  4.43  -2.69
H  0.87  5.29  -1.60
H  2.61  5.59  -1.45
C  -0.27  -3.28  2.40
H  -0.02  -3.63  3.41
H  -0.88  -2.37  2.50
H  -0.88  -4.06  1.92
C  1.85  -1.95  2.42
H  2.78  -1.67  1.90
H  1.28  -1.04  2.62
H  2.14  -2.40  3.38
C  1.90  -4.27  1.56
H  2.83  -4.11  1.01
H  2.17  -4.54  2.60
H  1.38  -5.13  1.14
C  -0.17  -3.28  -2.56
H  0.85  -3.55  -2.86
H  -0.87  -3.90  -3.16
H  -0.36  -2.24  -2.84
C  -1.91  -3.30  -0.74
H  -2.27  -2.34  -1.13
H  -2.51  -4.08  -1.21
H  -2.10  -3.31  0.35
C  -0.12  -5.02  -0.78
H  0.93  -5.28  -0.98
H  -0.39  -5.33  0.23
H  -0.73  -5.63  -1.46
W  -0.15  0.07  -0.93
C  -0.20  0.54  0.95
O  -0.19  0.91  2.09
N  -1.81  -0.26  -2.02
C  -2.73  -0.69  -2.76
C  -2.91  -0.13  -4.24
C  -1.99  1.03  -4.70
C  -2.40  -1.29  -5.10
C  -4.36  0.34  -4.43
H  -2.14  2.01  -4.24
H  -0.90  0.84  -4.63
H  -2.23  1.18  -5.77
H  -2.66  -2.28  -4.71
H  -2.72  -1.18  -6.14
H  -1.30  -1.22  -5.10
H  -4.63  0.23  -5.49
H  -5.08  -0.21  -3.79
H  -4.48  1.42  -4.19
C  -1.99  0.03  4.83
O  -2.68  0.53  3.68
H  -2.21  -1.04  4.91
H  -2.35  0.55  5.73
H  -0.90  0.16  4.77
H  -2.07  1.17  3.26

- gap between HOMO and LUMO (alpha / beta) (eV) = 4.50 / 4.95
- HOMO (alpha / beta) (eV) = -16.41 / -16.41
- spin multiplicity = 3
- charge = +3
- LUMO (alpha / beta) (Ha) = -0.4376 / -0.4209
- expectation value of S² = 2.086
- E (Eh) = -2184.7301

Mulliken population analysis, charges in e, atoms 1 to 8:
1 C 0.1393
2 C 0.6808
3 C -0.5407
4 C -1.0257
5 C -0.8678
6 H 0.6100
7 H 0.5717
8 H 0.5265

=====

Molecular formula: C21H21N5Sc
Method: DFT, wB97M-V/def2-TZVPD

Geometry (Å):
Sc  -0.36  0.45  0.38
C  2.47  0.14  -3.04
C  3.31  1.22  -2.83
C  3.11  2.05  -1.73
C  2.08  1.78  -0.86
N  1.27  0.71  -1.06
C  1.46  -0.08  -2.12
C  1.78  2.57  0.35
C  2.47  3.69  0.76
C  2.12  4.30  1.95
C  1.10  3.76  2.74
C  0.43  2.65  2.28
N  0.75  2.10  1.09
C  -0.59  1.90  3.05
C  -1.13  2.34  4.24
C  -2.01  1.50  4.92
C  -2.34  0.27  4.38
C  -1.80  -0.08  3.16
N  -0.94  0.71  2.50
H  2.59  -0.53  -3.88
H  4.11  1.43  -3.53
H  3.78  2.89  -1.57
H  0.78  -0.92  -2.24
H  3.29  4.08  0.18
H  2.65  5.18  2.29
H  0.87  4.20  3.70
H  -0.87  3.30  4.65
H  -2.43  1.82  5.87
H  -3.00  -0.42  4.89
H  -2.05  -1.03  2.69
N  -2.30  0.17  -0.28
C  -3.47  0.16  -0.39
N  -4.72  0.13  -0.55
C  -5.47  -1.19  -0.69
C  -5.92  -1.35  -2.14
C  -6.10  0.00  -2.84
C  -6.60  1.06  -1.86
C  -5.53  1.39  -0.82
H  -6.29  -1.11  0.01
H  -4.81  -1.98  -0.34
H  -6.86  -1.90  -2.11
H  -5.22  -1.98  -2.69
H  -6.79  -0.11  -3.67
H  -5.15  0.33  -3.28
H  -7.51  0.73  -1.36
H  -6.85  1.99  -2.38
H  -5.94  1.71  0.13
H  -4.82  2.13  -1.19

- gap between HOMO and LUMO (eV) = 7.62
- HOMO (eV) = -18.26
- charge = +3
- LUMO (Ha) = -0.3910
- E (Eh) = -1846.5096

Mulliken population analysis, charges in e, atoms 1 to 8:
1 Sc 1.4441
2 C -0.8150
3 C -0.4517
4 C -0.5429
5 C 0.8260
6 N -0.1553
7 C 0.1006
8 C 0.3829

=====

Molecular formula: C4H10O4S2
Method: DFT, wB97M-V/def2-TZVPD

Geometry (Å):
C  1.93  -1.05  -0.43
C  -1.59  -0.42  1.39
C  1.55  0.33  -0.97
C  -1.08  0.41  0.25
O  0.77  -1.82  -0.31
O  -0.49  -0.71  2.19
O  0.97  0.44  -2.16
O  -1.06  1.74  0.60
S  2.21  1.73  -0.16
S  -1.98  0.20  -1.45
H  2.56  -0.92  0.54
H  2.65  -1.63  -1.01
H  -2.12  -1.39  1.05
H  -2.40  0.20  1.87
H  -0.02  -1.30  0.00
H  0.14  0.10  1.98
H  0.06  0.68  -2.15
H  -1.94  1.79  1.16
H  1.68  2.69  -0.74
H  -1.81  -1.07  -1.65

- gap between HOMO and LUMO (alpha / beta) (eV) = 6.06 / 8.30
- HOMO (alpha / beta) (eV) = -7.11 / -8.25
- LUMO (alpha / beta) (Ha) = -0.0385 / 0.0020
- relative energy (zero: lowest compared OMol25 entry of this formula, charge and spin) (kcal/mol) = 97.1
- E (Eh) = -1255.5509

Mulliken population analysis, charges in e, atoms 1 to 8:
1 C -0.3920
2 C -0.4204
3 C 0.4820
4 C -0.1031
5 O -0.5469
6 O -0.4801
7 O -0.4224
8 O -0.4453

=====

Molecular formula: C36H72O18
Method: DFT, wB97M-V/def2-TZVPD

Geometry (Å):
C  -4.31  -1.69  1.12
O  -4.26  -2.38  2.41
C  -5.25  -2.64  3.18
O  -6.32  -2.07  3.13
O  -4.92  -3.72  3.95
C  -5.73  -4.14  5.08
H  -4.95  -2.23  0.42
H  -3.26  -1.67  0.83
H  -4.75  -0.69  1.22
H  -5.16  -4.76  5.78
H  -6.60  -4.71  4.77
H  -6.12  -3.30  5.66
C  -1.91  -0.31  -3.97
O  -2.38  -1.65  -3.83
C  -3.45  -2.06  -3.08
O  -3.97  -1.38  -2.19
O  -3.78  -3.28  -3.47
C  -4.85  -3.92  -2.84
H  -2.48  0.31  -4.65
H  -0.87  -0.31  -4.32
H  -1.79  0.17  -3.00
H  -5.70  -3.90  -3.52
H  -5.02  -3.57  -1.82
H  -4.66  -4.99  -2.76
C  3.37  5.81  -1.99
O  4.49  5.03  -1.71
C  4.28  3.92  -1.00
O  3.22  3.38  -0.74
O  5.47  3.47  -0.54
C  5.41  2.37  0.36
H  3.66  6.78  -2.40
H  2.91  6.14  -1.06
H  2.66  5.30  -2.64
H  5.08  1.53  -0.25
H  4.64  2.53  1.11
H  6.40  2.21  0.80
C  -3.13  3.94  -0.54
C  -3.34  2.90  -1.64
O  -2.41  2.64  -2.42
C  -4.66  2.11  -1.72
H  -3.95  3.83  0.18
H  -3.20  4.99  -0.84
H  -2.20  3.87  0.02
H  -4.54  1.47  -0.85
H  -4.69  1.51  -2.62
H  -5.55  2.74  -1.74
C  -2.44  0.74  3.68
C  -3.69  1.27  3.03
O  -3.77  1.65  1.87
C  -4.99  1.23  3.85
H  -2.63  0.62  4.75
H  -1.65  1.47  3.52
H  -2.19  -0.24  3.25
H  -5.69  0.46  3.52
H  -5.51  2.18  3.86
H  -4.79  0.86  4.86
C  0.16  5.82  0.42
C  0.96  5.45  1.68
O  1.42  6.29  2.41
C  1.12  3.95  2.00
H  -0.88  6.08  0.61
H  0.13  5.02  -0.31
H  0.62  6.73  0.03
H  1.54  3.83  3.00
H  1.64  3.42  1.21
H  0.09  3.58  1.98
C  0.90  1.77  4.57
C  0.78  1.17  5.93
O  1.03  -0.01  6.13
C  0.31  1.99  7.06
H  1.91  2.13  4.38
H  0.16  2.58  4.53
H  0.71  0.99  3.83
H  1.03  2.78  7.29
H  0.19  1.34  7.93
H  -0.66  2.41  6.78
C  -0.17  -4.35  -3.37
C  1.25  -4.13  -2.92
O  1.51  -3.42  -1.96
C  2.40  -4.73  -3.79
H  -0.86  -3.97  -2.61
H  -0.31  -5.38  -3.69
H  -0.41  -3.71  -4.21
H  2.25  -5.55  -4.49
H  3.28  -4.89  -3.16
H  2.68  -3.84  -4.35
C  2.50  0.16  -7.15
C  2.44  -0.75  -5.98
O  2.33  -1.95  -6.08
C  2.43  -0.10  -4.58
H  2.30  -0.47  -8.02
H  3.41  0.76  -7.21
H  1.70  0.89  -7.02
H  1.99  -0.76  -3.83
H  2.06  0.92  -4.65
H  3.49  0.03  -4.33
C  -1.00  0.12  -0.25
C  0.40  0.36  0.23
O  0.65  0.79  1.33
C  1.55  0.10  -0.76
H  -1.11  -0.96  -0.39
H  -1.37  0.72  -1.08
H  -1.71  0.42  0.52
H  1.42  -0.83  -1.30
H  2.45  -0.11  -0.18
H  1.68  0.98  -1.38
C  4.81  -2.18  -0.44
C  5.54  -2.41  -1.75
O  4.97  -2.15  -2.83
C  7.04  -2.78  -1.78
H  3.76  -1.91  -0.59
H  5.34  -1.36  0.06
H  4.94  -3.11  0.10
H  7.46  -1.83  -1.46
H  7.34  -3.17  -2.75
H  7.19  -3.56  -1.03
C  1.64  -2.70  3.86
C  1.06  -3.25  2.58
O  0.22  -4.14  2.61
C  1.63  -2.90  1.23
H  1.86  -1.63  3.86
H  2.56  -3.21  4.15
H  0.90  -2.89  4.64
H  1.66  -1.81  1.19
H  0.99  -3.15  0.38
H  2.62  -3.34  1.11

- gap between HOMO and LUMO (eV) = 9.50
- HOMO (eV) = -9.06
- LUMO (Ha) = 0.0161
- relative energy (zero: lowest compared OMol25 entry of this formula, charge and spin) (kcal/mol) = 112.5
- E (Eh) = -2769.1456

Mulliken population analysis, charges in e, atoms 1 to 8:
1 C -0.2492
2 O -0.2799
3 C 0.7385
4 O -0.5990
5 O -0.3124
6 C -0.6835
7 H 0.2701
8 H 0.0395